Arrangement w

Computed, not measured: a single C2H5N3O2 molecule, with ωB97M-V with the def2-TZVPD basis set.

Positions of all 12 atoms, in Å:
O 0.75 -1.83 -0.41
O 1.94 0.30 1.53
N -0.77 0.49 -0.66
N 0.04 0.61 0.47
N 1.68 -0.77 -0.58
C 1.28 0.16 0.48
C -1.95 0.95 -0.42
H 0.21 -1.81 -1.47
H -2.52 1.27 0.52
H -2.77 0.86 -1.10
H 2.48 -1.23 0.25
H -0.37 1.00 1.40

## Properties
2S+1: 1
Structure (SMILES): C=NNC(=O)NO
Highest occupied orbital energy, eV: -9.768
HOMO-LUMO gap, Eh: 0.37829

Arrangement x

Computed, not measured: a single C2H5N3O2 molecule, with ωB97M-V with the def2-TZVPD basis set.

Positions of all 12 atoms, in Å:
O 0.94 -1.89 -0.62
O -1.73 0.20 -0.38
N 0.05 1.90 -0.06
N -0.55 -0.31 0.20
N 1.44 0.53 1.09
C -0.16 -1.41 -0.57
C 0.41 0.74 0.42
H 1.68 -0.40 1.38
H -1.07 -1.94 -0.95
H 0.77 2.62 0.14
H -2.34 0.21 0.31
H -0.85 2.12 -0.53

## Properties
2S+1: 1
Structure (SMILES): [H]/N=C(/N)N(O)C=O
Highest occupied orbital energy, eV: -9.355
HOMO-LUMO gap, Eh: 0.36129

Arrangement y

Computed, not measured: a single C2H5N3O2 molecule, with ωB97M-V with the def2-TZVPD basis set.

Positions of all 12 atoms, in Å:
O -1.92 0.30 -1.47
O 1.33 1.88 0.02
N -0.69 0.41 -0.66
N 1.07 -0.49 0.50
N -0.57 -1.89 0.04
C 1.57 0.90 0.74
C -0.10 -0.72 -0.17
H -2.57 0.52 -0.72
H -0.28 1.40 -0.91
H 2.39 0.84 1.42
H -1.41 -2.08 -0.31
H 1.18 -1.08 1.53

## Properties
2S+1: 1
Structure (SMILES): [H]/N=C(\NO)NC=O
Highest occupied orbital energy, eV: -9.266
HOMO-LUMO gap, Eh: 0.35668

Arrangement z

Computed, not measured: 2 unconnected molecules or ions with the total composition C2H5N3O2, with ωB97M-V with the def2-TZVPD basis set.

Positions of all 12 atoms, in Å:
O 0.08 -1.90 -0.67
O 2.08 0.76 0.51
N -0.46 1.54 -0.66
N -1.70 -0.40 0.73
N 1.80 -0.57 -0.03
C -0.67 0.25 -0.07
C 0.55 -0.86 -0.08
H -1.33 2.24 -0.94
H -1.78 -1.40 0.72
H 1.46 1.26 -0.62
H 2.64 -1.08 0.46
H -2.67 0.17 0.66

## Properties
2S+1: 1
Highest occupied orbital energy, eV: -9.708
HOMO-LUMO gap, Eh: 0.37780

Short version: arrangement z is the least stable of them.

Arrangement w

Computed, not measured: a single C2H5N3O2 molecule, with ωB97M-V with the def2-TZVPD basis set.

Positions of all 12 atoms, in Å:
O -1.99 -0.78 -0.47
O 0.73 -1.98 -0.58
N -1.84 0.92 1.11
N 2.16 -0.25 -0.86
N 0.07 0.14 0.07
C 0.95 -0.79 -0.49
C -1.32 -0.01 0.19
H -2.84 0.80 1.20
H 2.21 0.72 -1.17
H -1.34 1.08 1.98
H 2.77 -0.88 -1.34
H 0.44 1.03 0.36

## Properties
2S+1: 1
Structure (SMILES): NC(=O)NC(N)=O
Highest occupied orbital energy, eV: -10.230
HOMO-LUMO gap, Eh: 0.39602

Arrangement x

Computed, not measured: 2 unconnected molecules or ions with the total composition C2H5N3O2, with ωB97M-V with the def2-TZVPD basis set.

Positions of all 12 atoms, in Å:
O -1.62 1.05 -0.97
O 1.45 -0.61 -0.43
N -0.31 -1.23 0.81
N -0.65 1.22 -1.55
N 0.49 -1.32 -0.12
C 0.15 1.38 -2.38
C -0.22 -0.23 1.81
H 0.25 -2.19 -0.68
H 0.95 1.98 -2.69
H -0.95 -0.62 2.50
H 0.80 -0.26 2.18
H -0.32 0.84 1.52

## Properties
2S+1: 1
Structure (SMILES): C/N=[NH+]\[O-].C#[N+][O-]
Highest occupied orbital energy, eV: -9.578
HOMO-LUMO gap, Eh: 0.38666

Arrangement y

Computed, not measured: a molecular structure, C2H5N3O2, with ωB97M-V with the def2-TZVPD basis set.

Positions of all 12 atoms, in Å:
O -1.16 -1.12 -1.09
O 0.12 -2.31 0.21
N -0.77 -0.85 0.17
N 1.17 0.13 1.04
N 0.03 2.63 -0.28
C -0.22 1.42 -0.58
C 0.19 0.23 0.26
H -0.75 1.20 -1.49
H -0.32 -2.85 0.89
H 0.50 2.72 0.62
H -0.52 -2.20 -0.79
H 1.72 0.99 1.05

## Properties
2S+1: 1
Highest occupied orbital energy (spin up / spin down), eV: -9.474 / -9.474
HOMO-LUMO gap (spin up / spin down), Eh: 0.32133 / 0.32136

Short version: arrangement x is the least stable of them.